[1]
79
Properties=species:S:1:pos:R:3:lowdin_charge:R:1 method="wB97M-V/def2-TZVPD" relative_energy_ev=0.0000 total_charge=-1 e_homo_ev=-4.1 e_lumo_ev=2.698
H -3.7511 -1.4683 1.1903 0.0729
C -2.0368 4.4470 -1.4593 -0.0340
H 2.8912 -2.8453 0.6877 0.0824
C -1.6336 1.7631 -0.7334 -0.3774
H -1.2434 6.2075 0.3223 0.0652
H -0.6193 -3.8056 -3.3278 0.0046
O 0.1455 -1.7312 1.3896 -0.2016
H -1.1259 -1.1077 -4.4718 0.0118
C -0.2689 -0.5547 -4.0827 -0.2355
H -0.9589 2.5609 1.1268 0.0921
H 4.6034 -2.6039 0.2689 0.0812
O 2.3016 -0.2431 0.9443 -0.3983
C 0.3926 -3.5835 -3.6737 -0.2397
C 2.7657 -1.4735 -3.6383 -0.2352
C -2.7231 -1.1443 1.0075 -0.0488
S 1.3683 1.3291 -1.5285 0.2250
C -1.3536 2.8048 0.1512 -0.0194
C -3.9184 0.3372 -0.5279 -0.0619
H 0.1493 -2.2443 6.5665 0.0869
C 3.5835 -0.8113 0.9113 -0.7080
C 0.7132 -1.6873 -1.1623 -0.4961
H -0.0809 -4.2202 5.0585 0.0962
H 3.3414 -2.3933 -3.5179 0.0098
H -2.4318 -0.4507 1.7991 0.0826
H 1.0685 -4.3398 -3.2698 0.0070
H -0.0856 -3.9228 2.6131 0.1115
C -1.2187 5.2235 0.7923 -0.0606
H -0.2237 5.0750 1.2164 0.0736
H -3.9670 1.1671 0.1806 0.0908
H 0.5924 -2.6535 -0.6770 0.0016
C -2.5863 -1.5354 -1.4521 -0.0545
C 0.3758 1.8584 3.9457 0.0004
H -3.4684 -2.1775 -1.3619 0.0830
N -1.3815 0.4029 -0.4191 -0.1474
H -4.7490 -0.3398 -0.3198 0.0740
H 5.0202 -1.4105 2.4435 0.0763
C 0.1459 -2.1152 5.4926 -0.1159
H -3.8707 3.4546 -3.8750 0.0739
C 0.0160 -3.2268 4.6340 -0.0977
H 4.5355 1.1166 0.7241 0.0821
H -0.6064 0.2514 -3.4363 -0.0386
C 0.1450 -1.7889 2.6578 -0.3561
H -2.0756 -2.0139 1.0638 0.0639
C -2.1085 2.1183 -2.0044 -0.0435
H -2.1818 5.4855 -1.7420 0.1024
C 4.5250 0.1595 0.1990 -0.0485
C -2.8281 3.7601 -3.7549 -0.0579
H 0.4043 -3.6589 -4.7635 0.0066
H -0.5525 1.9472 4.5131 0.0921
H 0.3464 -0.0144 5.5910 0.0973
H 3.9944 -0.0249 2.8780 0.0793
H -1.6965 -2.1559 -1.3551 0.0453
H -2.7676 4.8303 -3.9567 0.0656
H 3.3127 -1.6578 2.8782 0.0778
C 0.0109 -3.0743 3.2791 -0.0094
H 4.1694 0.3384 -0.8169 0.0480
C 0.3138 0.6718 3.0102 -0.3467
H 1.1971 1.7576 4.6548 0.0834
H 3.3226 -2.0668 -0.8373 0.0505
H 0.5211 2.7551 3.3487 0.0812
H 5.5440 -0.2355 0.1569 0.0782
C 0.2592 -0.8713 4.9357 -0.0541
H 0.2725 -0.1164 -4.9230 0.0144
H 3.2186 -0.6862 -3.0353 -0.0142
H -2.5876 -1.0854 -2.4475 0.0670
H -4.0665 0.7421 -1.5274 0.0672
C 0.2611 -0.6658 3.5371 -0.0991
O 0.2829 0.9457 1.8045 -0.1182
C 3.6025 -2.1673 0.2110 -0.0450
H 2.8089 -1.1752 -4.6876 0.0093
C -1.5458 4.1361 -0.1993 -0.2721
H -2.2455 3.2370 -4.5156 0.0754
H -1.9305 5.2308 1.6218 0.0741
Ge 0.9032 -1.7659 -3.0819 0.6790
C -2.6093 -0.4566 -0.3682 -0.5859
C 4.0129 -0.9915 2.3694 -0.0396
W 0.6502 -0.1175 -0.1226 1.2843
C -2.3203 3.4357 -2.3734 -0.2699
H -2.2698 1.3299 -2.7291 0.1034

=====

[2]
82
Properties=species:S:1:pos:R:3:lowdin_charge:R:1 method="wB97M-V/def2-TZVPD" smiles="CCN(CC)C(=S)SCCC[SiH2]O.c1cc[nH]c1.c1cc[nH]c1.c1cc[nH]c1.c1cc[nH]c1.c1cc[nH]c1" e_homo_ev=-7.9 e_lumo_ev=-0.228
C 7.1517 -3.2111 0.3252 -0.1126
H 0.4046 8.0889 3.9810 0.1054
C 2.1183 6.6762 4.1712 -0.1118
C -0.2132 1.8742 0.0631 -0.0665
H -3.9947 0.8211 -3.9940 0.0811
H 3.2464 -2.0299 -4.0441 0.0475
H 0.1728 -2.6121 0.5864 0.1124
H -0.8069 1.7805 0.9740 0.0656
Si 2.1162 -1.8577 -2.1022 0.5201
C 6.2512 -3.2802 1.3541 -0.1432
C 3.1238 -7.0676 -1.8810 -0.1098
C 5.2444 -4.1003 -0.4678 -0.1559
H 2.5276 6.8818 5.1460 0.0891
C -3.0878 0.5920 -0.0729 -1.0947
H -2.3379 0.3072 -3.6534 0.0765
S -2.2583 -0.6862 0.8372 0.9030
H 6.3366 -2.9922 2.3877 0.1038
C -1.3860 6.8054 -2.4631 -0.1038
H -1.6543 3.8867 -1.2264 0.0973
N 0.8374 6.7578 2.3707 0.0035
H -2.0512 -2.7096 -0.3003 0.0820
H 0.2313 -8.3599 -1.6330 0.1435
H 1.7963 5.2528 1.1996 0.0981
C -0.0111 -2.0057 -0.3058 -0.3259
C 0.5751 -2.7289 -1.5407 -0.2997
H -2.1881 4.9686 -3.4333 0.1034
C -1.5149 -1.7638 -0.4311 -0.4710
C 2.3278 -8.1326 -1.5546 -0.1370
O 2.6542 -2.5562 -3.5018 -0.2301
C 2.2683 -6.0199 -2.3227 -0.1196
H -1.4766 7.5668 -3.2192 0.0923
H -6.5778 -0.7755 6.6033 0.0852
H 4.4404 -4.5349 -1.0377 0.0841
C -5.2337 -1.8822 5.1911 -0.1181
C 2.5854 5.7140 3.2339 -0.1109
H -0.7535 1.9727 -2.0161 0.1154
H 0.8261 -3.7665 -1.3025 0.0541
C -6.0388 0.1600 4.7054 -0.1450
H -0.6107 0.3400 -1.4576 0.0768
C -0.8697 6.9654 -1.1480 -0.1050
H 1.8168 -0.4208 -2.3426 -0.0209
C 1.0412 7.3058 3.6070 -0.1386
H 0.4859 -1.0471 -0.1106 0.0640
H -5.0610 0.2340 2.8240 0.0418
H 6.9344 -3.8282 -1.8197 0.0888
H -3.6950 -0.3316 -2.6947 0.0739
H 0.0323 2.9312 -0.0701 0.0537
H -0.4887 7.8755 -0.7139 0.0898
C -6.0475 -0.8176 5.6666 -0.1198
C -4.7610 -1.5115 3.9586 -0.1498
H -0.6663 5.4207 0.4579 0.0893
H 3.4223 5.0466 3.3539 0.0888
H 2.5762 -9.1120 -1.1837 0.1067
C -3.2987 0.5575 -3.1939 -0.0661
H -5.0222 -2.8109 5.6946 0.0846
H -4.1580 2.0971 -1.9261 0.0797
H -2.6363 2.5457 -2.6779 0.0935
N -2.4272 1.3731 -0.9853 -0.1902
H 0.7277 1.3483 0.2377 0.0742
H -1.7955 -1.3883 -1.4176 0.0654
C -0.9435 5.7443 -0.5316 -0.1472
C -1.7548 5.4941 -2.5994 -0.1357
H 4.2635 -3.9934 1.3957 0.1424
H -6.5231 1.1209 4.6727 0.1032
N -1.4783 4.8556 -1.4217 0.0177
H 4.1988 -7.0411 -1.8132 0.0899
N 5.0949 -3.8218 0.8621 0.0065
H 0.0448 -6.0164 -2.4970 0.1060
S -4.6598 0.8534 0.3477 0.6721
C -3.1782 1.7183 -2.2104 -0.2476
N -5.2549 -0.2711 3.6737 0.0049
H 0.1207 7.0416 1.7285 0.1161
H 8.1573 -2.8312 0.3943 0.0882
N 1.0285 -7.7700 -1.7810 0.0025
C 6.5120 -3.7334 -0.8333 -0.1080
H 3.1269 -1.9657 -1.0228 -0.0172
C -0.9628 1.3270 -1.1587 -0.2295
H -4.1204 -2.0223 3.2601 0.0884
C 1.7769 5.7922 2.1315 -0.1492
H -0.1518 -2.7570 -2.3619 0.0829
H 2.5713 -5.0447 -2.6700 0.0690
C 0.9818 -6.4858 -2.2498 -0.1440

=====

[3]
81
Properties=species:S:1:pos:R:3:lowdin_spin:R:1 method="wB97M-V/def2-TZVPD" relative_energy_ev=0.8167 s_squared=3.779 spin_multiplicity=4 total_charge=+4 e_homo_ev="-20.1 / -20.1" e_lumo_ev="-11.740 / -15.662"
H 4.7920 3.0191 -0.5485 0.0001
H -1.6244 1.6573 2.0953 0.0021
H -6.0995 0.4625 0.0134 -0.0004
H -0.1975 -4.2262 0.7364 0.0011
O 1.0406 0.1435 -0.5664 0.1040
C 3.4219 1.4177 -0.7192 0.0030
N -0.9556 -1.8804 -1.2727 -0.0078
H 3.2742 4.8980 -0.7804 0.0000
N -0.8234 1.7095 1.4696 -0.0084
C -1.3771 2.8540 -1.4445 -0.0011
C -0.7951 3.1192 0.9821 -0.0014
C -5.4010 0.0162 2.0066 0.0192
C -0.8391 -1.5492 -2.5810 0.0049
C -1.8291 -0.9489 2.8417 0.0031
H -0.9771 3.7879 1.8249 -0.0009
H 3.4085 -0.7999 -2.2729 0.0001
H 2.0017 -3.1072 4.3490 0.0054
H -0.3617 3.1997 -1.6403 0.0002
H -2.1418 -1.6207 3.6480 -0.0003
C 2.8371 3.9091 -0.6562 0.0003
H -1.2445 -0.1483 3.3003 0.0005
C 0.1999 -2.2323 2.5903 0.0469
H -0.5848 -2.0879 -4.6273 -0.0002
C 2.5560 -0.3161 -2.7491 0.0044
H -0.6200 -5.1937 -1.6876 -0.0002
C 3.2834 -1.4051 4.5775 -0.0047
Tc -0.8967 -0.1257 0.1307 1.8100
H 1.7622 -1.0486 -2.8876 0.0001
C 3.8449 2.8391 -1.0632 0.0002
H -3.8634 0.2566 -0.9749 0.0007
C -0.5332 -3.7930 -3.3030 0.0087
H 1.9436 3.8757 -1.2846 0.0002
H 1.0805 1.4965 -4.4230 0.0001
H 2.0451 1.1814 -5.8518 0.0000
H -4.3793 -0.5755 3.8037 -0.0001
H -2.0174 3.2643 -2.2265 -0.0008
H 3.5400 1.2582 -3.8715 0.0001
S 1.8864 0.9355 -1.6037 0.0158
H -0.0069 1.5649 2.0542 0.0015
H -2.3406 1.0998 -1.8198 0.0024
H -2.7135 -2.5302 1.0239 0.0004
H 4.1959 0.6956 -0.9778 0.0000
N -0.9687 -1.6698 1.8637 0.0044
C 1.2717 -1.3844 3.2000 0.2150
H 3.5547 -0.3166 -4.6263 0.0002
H 1.1115 -0.1299 -5.1482 0.0000
H -0.9135 -0.5067 -2.8297 0.0001
H 4.2858 0.5055 4.6115 0.0077
H 2.5419 3.8100 0.3933 0.0000
C -0.6447 -2.4401 -3.6066 -0.0006
C -4.2824 -0.3469 2.7499 0.0000
C -1.7592 -2.8669 1.4183 0.0010
C 2.1814 -2.0693 4.0890 0.2069
C -0.6691 -4.1527 -1.9806 -0.0013
H -2.0250 4.4345 -0.1779 0.0001
H -6.3731 0.0938 2.4767 0.0008
N -1.3987 1.3614 -1.5408 -0.0085
H -1.9731 -3.4766 2.3027 -0.0003
H 4.0659 2.9269 -2.1287 0.0001
H -2.7864 2.8924 0.1879 0.0001
H -1.8137 -4.6031 0.2618 0.0003
C 2.9254 0.3735 -4.0617 0.0008
C -1.8388 3.3641 -0.0933 0.0000
H -0.3705 -4.5342 -4.0742 0.0004
C -3.0526 -0.4330 2.1315 0.0138
C -3.9904 0.1333 0.0918 0.0156
H 3.1608 1.3130 0.3327 0.0003
H -0.8188 1.1405 -2.3445 0.0008
C -5.2516 0.2298 0.6427 -0.0023
C -0.9029 -3.1969 -0.9893 0.0052
H 0.2010 3.3405 0.5953 0.0000
H -0.1780 -2.8607 3.4094 0.0112
C 2.4442 0.5503 3.4319 0.2366
N -2.8927 -0.1606 0.8132 0.0046
H 4.0006 -1.9124 5.2115 -0.0034
C 3.4453 -0.0717 4.2424 0.2356
C -1.1242 -3.7655 0.3845 0.0024
H 0.7242 -2.9100 1.9055 0.0182
N 1.4147 -0.1001 2.9098 0.0168
H 2.4934 1.6181 3.2399 0.0077
C 1.7144 0.7483 -4.9095 0.0002

=====

Number 1: E -106563.2356 eV. Number 2: E -70285.4085 eV. Number 3: E -53733.3285 eV.